(1)
The following is a quantum chemistry calculation of one molecule with the formula C5H7NOS, from the OMol25 dataset.

Summary:
HOMO level: -0.325 hartree
Kohn-Sham gap: 9.518 eV
spin multiplicity: 1
ΔE to the lowest compared entry with this formula, charge and spin: 4.5471 eV
LUMO: 0.662 eV

Last column: Löwdin charge in e.
Element x y z (Å)
S -0.34 0.69 -2.32  0.81
O -0.69 0.47 0.37  -0.21
N 0.46 -0.11 0.82  0.02
C -2.12 -1.60 2.94  0.12
C -1.10 -1.15 2.45  -0.08
C 0.22 -0.89 1.80  -0.15
C 1.39 0.17 -2.45  -0.43
C -0.42 1.44 -0.65  -0.47
H -1.29 2.06 -0.64  0.07
H -3.03 -1.97 3.31  0.02
H 1.74 -0.60 -1.76  0.03
H 1.10 -1.38 2.22  0.11
H 1.54 -0.13 -3.49  0.02
H 2.03 1.05 -2.21  0.04
H 0.53 1.95 -0.39  0.09

***

(2)
The following is a quantum chemistry calculation of one molecule with the formula C5H7NOS, from the OMol25 dataset.

Summary:
HOMO level: -0.275 hartree
Kohn-Sham gap: 8.052 eV
spin multiplicity: 1
ΔE to the lowest compared entry with this formula, charge and spin: 7.1822 eV
LUMO: 0.582 eV

Last column: Löwdin charge in e.
Element x y z (Å)
S 1.56 1.56 0.38  0.77
O 1.16 -1.34 -0.75  -0.05
N 0.92 -2.83 0.88  -0.03
C -1.29 1.24 -0.38  -0.10
C 0.36 -0.56 -0.08  -0.18
C 0.17 -2.97 1.76  0.09
C 0.18 0.78 -0.69  -0.60
C 1.54 -2.52 -0.23  -0.18
H 1.02 1.65 1.55  -0.18
H 0.15 -2.75 2.81  0.06
H -1.35 1.98 0.44  0.07
H -1.77 1.89 -1.18  0.08
H -1.75 0.24 -0.31  0.07
H 0.72 0.87 -1.56  0.05
H 2.31 -3.03 -0.78  0.12

***

(3)
The following is a quantum chemistry calculation of C5H7NOS2 as an isolated structure, from the OMol25 dataset.

Summary:
HOMO level: -0.327 hartree
Kohn-Sham gap: 9.609 eV
spin multiplicity: 1
ΔE to the lowest compared entry with this formula, charge and spin: 1.9902 eV
LUMO: 0.711 eV

Last column: Löwdin charge in e.
Element x y z (Å)
S -1.90 1.82 -0.32  0.99
S 1.58 1.41 -1.43  0.79
O 1.36 1.49 1.28  -0.06
N -1.23 -0.62 -0.04  -0.02
C 1.60 -0.79 0.47  -0.09
C -0.80 0.58 0.09  -0.55
C -3.06 0.55 -0.55  -0.42
C 1.18 0.64 0.15  -0.74
C -2.61 -0.68 -0.23  -0.21
H 1.42 0.95 1.99  0.03
H -4.13 0.66 -0.85  0.08
H 2.50 -0.59 0.98  0.06
H 1.73 -1.47 -0.38  0.09
H -3.22 -1.51 -0.01  0.09
H 2.67 2.11 -1.09  -0.13
H 0.88 -1.27 1.13  0.08

***

(4)
The following is a quantum chemistry calculation of one molecule with the formula C5H7NS, from the OMol25 dataset.

Summary:
HOMO level: -0.322 hartree
Kohn-Sham gap: 8.126 eV
spin multiplicity: 1
ΔE to the lowest compared entry with this formula, charge and spin: 4.8871 eV
LUMO: -0.649 eV

Last column: Löwdin charge in e.
Element x y z (Å)
S 2.54 -1.40 2.31  0.60
N -0.97 0.26 1.23  0.01
C 1.23 -0.49 1.74  -0.57
C -0.01 0.76 -2.37  -0.03
C -0.74 -0.09 -0.18  -0.33
C -0.01 -0.77 0.96  -0.35
C -0.27 0.96 -1.03  -0.19
H -1.82 -0.39 1.57  0.16
H -1.54 -0.69 -0.79  0.18
H 1.37 0.50 2.12  0.02
H 0.91 1.36 -3.00  0.12
H -0.65 -1.78 0.97  0.17
H -0.31 -0.16 -2.96  0.06
H 0.26 1.91 -0.58  0.14

***

(5)
The following is a quantum chemistry calculation of a 2-piece molecular cluster, C5H7NS overall, from the OMol25 dataset.

Summary:
HOMO level (alpha / beta): -0.271 / -0.271 hartree
Kohn-Sham gap (alpha / beta): 7.413 / 7.413 eV
spin multiplicity: 1
ΔE to the lowest compared entry with this formula, charge and spin: 4.9508 eV
LUMO (alpha / beta): 0.034 / 0.033 eV

Last column: Löwdin charge in e.
Element x y z (Å)
S -1.92 2.51 0.03  0.81
N -1.69 -0.96 -0.71  0.08
C 0.34 1.16 0.79  -0.26
C -0.49 2.30 0.73  -0.53
C 0.61 0.35 -0.27  -0.24
C -1.56 -1.96 -0.20  -0.04
C 1.70 -0.57 -0.20  -0.15
H 0.98 1.20 1.66  0.09
H -1.73 -2.91 0.37  0.10
H 1.50 -1.69 0.08  0.10
H -2.43 1.34 -0.23  -0.19
H -0.04 0.26 -1.08  0.05
H 2.55 -0.23 0.34  0.05
H 2.18 -0.81 -1.30  0.13

***

(6)
The following is a quantum chemistry calculation of one molecule with the formula C5H7NS, from the OMol25 dataset.

Summary:
HOMO level: -0.317 hartree
Kohn-Sham gap: 9.219 eV
spin multiplicity: 1
ΔE to the lowest compared entry with this formula, charge and spin: 6.1323 eV
LUMO: 0.587 eV

Last column: Löwdin charge in e.
Element x y z (Å)
S 1.18 -1.52 -0.33  0.86
N -1.73 0.71 -0.35  0.08
C 1.17 0.31 -0.42  -0.53
C -0.32 0.49 -0.78  -0.36
C -0.84 -0.27 0.34  -0.53
C 1.98 1.27 0.26  0.00
C -0.70 -1.69 0.21  -0.33
H 1.89 2.42 0.05  0.10
H -1.09 -2.18 1.25  0.14
H -1.35 -2.12 -0.72  0.14
H -0.37 0.01 -1.69  0.09
H 2.82 0.70 0.65  0.03
H -2.01 1.62 0.25  0.14
H -0.63 0.26 1.29  0.16

***

(7)
The following is a quantum chemistry calculation of one molecule with the formula C5H7NS, from the OMol25 dataset.

Summary:
HOMO level: -0.304 hartree
Kohn-Sham gap: 9.084 eV
spin multiplicity: 1
ΔE to the lowest compared entry with this formula, charge and spin: 1.9566 eV
LUMO: 0.818 eV

Last column: Löwdin charge in e.
Element x y z (Å)
S 2.45 -0.17 0.17  0.87
N -1.68 -0.20 0.68  0.06
C -0.73 0.03 -0.45  -0.44
C -0.11 -1.34 -0.44  -0.14
C 0.10 1.22 -0.37  -0.15
C 1.38 1.27 0.00  -0.40
C 1.15 -1.42 -0.09  -0.42
H 1.59 -2.42 0.33  0.09
H -1.40 0.05 -1.27  0.12
H -0.82 -2.11 -0.39  0.10
H 1.95 2.18 0.09  0.05
H -0.51 2.20 -0.33  0.14
H -2.20 0.69 0.60  0.08
H -1.17 0.01 1.47  0.04

***

(8)
The following is a quantum chemistry calculation of C5H7NS as an isolated structure, from the OMol25 dataset.

Summary:
HOMO level: -0.329 hartree
Kohn-Sham gap: 9.841 eV
spin multiplicity: 1
ΔE to the lowest compared entry with this formula, charge and spin: 2.4455 eV
LUMO: 0.901 eV

Last column: Löwdin charge in e.
Element x y z (Å)
S 1.66 0.83 0.76  0.71
N -1.92 -0.16 -0.22  0.01
C -0.77 0.50 -0.92  -0.28
C 0.01 -1.54 -0.40  -0.09
C 0.05 -0.69 -1.43  -0.07
C -0.82 -0.79 0.63  -0.26
C -0.19 0.62 0.51  -0.55
H 0.46 -2.52 -0.27  0.10
H -1.07 -1.17 1.65  0.14
H 0.50 -0.77 -2.42  0.11
H -2.34 -0.89 -0.81  0.11
H -1.00 1.35 -1.58  0.14
H -0.71 1.33 1.11  0.09
H 1.52 2.00 1.40  -0.16

***

(9)
The following is a quantum chemistry calculation of C5H7NaO3 as an isolated structure, from the OMol25 dataset.

Summary:
HOMO level: -0.227 hartree
Kohn-Sham gap: 3.811 eV
spin multiplicity: 1
ΔE to the lowest compared entry with this formula, charge and spin: 1.0148 eV
LUMO: -2.376 eV

Last column: Löwdin charge in e.
Element x y z (Å)
Na -0.75 4.41 4.57  0.86
O -0.65 -0.01 -2.78  -0.13
O -0.50 2.64 2.59  -0.16
O 2.63 -3.99 0.28  -0.02
C -0.86 2.32 1.43  -0.35
C -0.97 0.92 -0.51  -0.07
C 1.66 -3.65 -0.35  -0.14
C -0.39 1.20 0.70  -0.23
C -0.30 -0.12 -1.41  -0.36
H 1.38 -4.15 -1.30  0.08
H -0.63 -1.12 -1.06  0.09
H 0.80 -0.03 -1.34  0.10
H 0.50 0.69 1.11  0.09
H -1.34 0.66 -2.79  0.05
H 1.08 -2.70 -0.09  0.08
H -1.65 2.92 0.94  0.10

***

(10)
The following is a quantum chemistry calculation of C5H7O3Sn as an isolated structure, from the OMol25 dataset.

Summary:
HOMO level (alpha / beta): -0.618 / -0.618 hartree
Kohn-Sham gap (alpha / beta): 6.069 / 6.055 eV
spin multiplicity: 2
net charge: +2
LUMO (alpha / beta): -10.755 / -10.772 eV

Last column: Löwdin spin population.
Element x y z (Å)
Sn -2.83 -5.05 0.94  0.02
O -4.99 -2.18 0.05  0.01
O -4.65 -4.27 0.91  0.04
O -2.99 -3.17 0.25  0.01
C -6.05 -4.47 1.38  0.13
C -4.33 -3.17 0.21  0.00
C -3.62 -0.01 -0.43  0.00
C -6.17 -5.84 1.89  0.69
C -3.88 0.76 0.50  0.00
H -6.68 -4.28 0.50  0.02
H -6.53 -6.02 2.90  0.03
H -5.95 -6.69 1.23  0.04
H -2.63 -2.15 0.07  0.00
H -3.66 -0.17 -1.50  0.00
H -3.89 1.02 1.55  0.00
H -6.23 -3.71 2.14  0.00

***

(11)
The following is a quantum chemistry calculation of C5H7O4Yb as an isolated structure, from the OMol25 dataset.

Summary:
HOMO level: -0.444 hartree
Kohn-Sham gap: 6.144 eV
spin multiplicity: 1
net charge: +1
ΔE to the lowest compared entry with this formula, charge and spin: 2.3792 eV
LUMO: -5.949 eV

Last column: Löwdin charge in e.
Element x y z (Å)
Yb -2.91 2.44 -0.64  1.68
O 1.70 -0.45 2.60  -0.06
O -1.44 2.66 -2.13  -0.16
O -1.10 0.83 -0.99  -0.16
O 0.28 1.33 -2.79  0.18
C -0.05 -0.36 0.99  -0.12
C -0.31 -0.23 -0.61  -0.30
C -0.66 1.67 -2.13  -0.68
C 1.45 -0.50 1.21  -0.28
C -0.73 -1.50 -0.81  0.13
H 2.63 -0.29 2.76  0.09
H -0.38 0.61 1.40  0.11
H -0.01 -2.31 -0.71  0.10
H 1.80 -1.46 0.79  0.13
H 1.99 0.32 0.71  0.13
H -0.57 -1.09 1.62  0.12
H -1.71 -1.67 -1.27  0.09

***

(12)
The following is a quantum chemistry calculation of C5H7O5S2 as an isolated structure, from the OMol25 dataset.

Summary:
HOMO level: -0.146 hartree
Kohn-Sham gap: 7.378 eV
spin multiplicity: 1
net charge: -1
ΔE to the lowest compared entry with this formula, charge and spin: 1.7191 eV
LUMO: 3.398 eV

Last column: Löwdin charge in e.
Element x y z (Å)
S 2.23 0.88 -0.31  0.93
S 2.18 -1.81 -0.91  0.62
O 2.91 2.15 -0.24  -0.40
O 0.14 0.14 -1.85  -0.06
O 2.53 0.13 1.11  -0.27
O 1.17 -0.69 2.63  0.02
O 0.58 1.18 0.13  -0.22
C -0.21 0.39 -0.70  -0.54
C 0.96 -1.56 0.44  -0.45
C -2.61 0.97 -0.22  -0.11
C 1.58 -0.80 1.49  -0.72
C -1.51 -0.01 0.03  -0.15
H -1.27 -0.21 1.06  0.11
H -3.56 0.68 0.12  0.05
H 1.51 -1.22 -2.00  -0.12
H 0.50 -2.49 0.71  0.03
H -2.85 1.10 -1.21  0.04
H -1.93 -0.84 -0.53  0.12
H -2.36 2.00 0.25  0.11

***

no.,E_tot (hartree)
1,-722.75097
2,-722.65413
3,-1120.99918
4,-647.47744
5,-647.47510
6,-647.43168
7,-647.58514
8,-647.56717
9,-582.57448
10,-633.82291
11,-1654.03889
12,-1367.29250